{"formula": "C17H32FLaN3O3S2", "method": "wB97M-V/def2-TZVPD", "gap_ev": 1.50, "largest_force_ev_per_a": 4.37, "total_charge": 3, "e_homo_ha": -0.5447, "species": ["C", "C", "N", "C", "C", "C", "S", "S", "C", "C", "C", "C", "N", "C", "O", "C", "C", "F", "O", "C", "C", "N", "C", "C", "C", "O", "H", "H", "H", "H", "H", "H", "H", "H", "H", "H", "H", "H", "H", "H", "H", "H", "H", "H", "H", "H", "H", "H", "H", "H", "H", "H", "H", "H", "H", "H", "H", "H", "La"], "coordinates": [[-4.36616, -3.42414, -2.56773], [-2.88423, -3.21826, -2.93109], [-2.06243, -3.42217, -1.71346], [-1.71209, -4.83277, -1.57017], [-1.51711, -5.17811, -0.07868], [-0.97723, -2.59328, -1.62514], [0.55614, -3.08249, -1.35691], [-1.27069, -0.82801, -1.74516], [-0.07860, -0.32229, -3.04825], [0.07208, 1.18791, -3.12019], [0.59023, 1.85038, -1.80378], [-0.35168, 2.95234, -1.37567], [-0.68503, 4.00010, -2.31654], [-1.35921, 5.01513, -1.54253], [-1.90508, 5.90153, -2.02147], [-1.23247, 4.62772, -0.04068], [0.06130, 3.79658, -0.10375], [1.14146, 4.47411, -0.53583], [0.27984, 2.85399, 0.87670], [1.01666, 3.36377, 1.99207], [2.05479, 2.29182, 2.38678], [1.40846, 1.23948, 3.14803], [2.18081, 0.65325, 4.21500], [3.57450, 0.08127, 3.76091], [4.29852, -0.38858, 5.05805], [3.43818, -1.03573, 2.94469], [-4.97421, -3.51732, -3.46243], [-4.49021, -4.35223, -1.98684], [-4.70929, -2.63162, -1.91141], [-2.81602, -2.21432, -3.33505], [-2.64709, -3.91760, -3.73485], [-0.88829, -5.16567, -2.20125], [-2.59266, -5.39306, -1.90477], [-1.40982, -4.24792, 0.46944], [-0.72597, -5.89732, 0.12030], [-2.49644, -5.62983, 0.27108], [-0.47206, -0.67532, -3.99956], [0.88125, -0.81437, -2.93074], [0.79683, 1.39928, -3.90155], [-0.86326, 1.68586, -3.37194], [0.65087, 1.12015, -1.00168], [1.59999, 2.22300, -1.97710], [-1.31495, 2.45085, -1.21428], [0.07444, 4.35250, -2.89136], [-1.26525, 5.43552, 0.68085], [-2.07755, 3.95882, 0.11553], [0.38508, 3.56918, 2.85774], [1.58918, 4.26322, 1.76524], [2.90952, 2.73091, 2.89186], [2.42341, 1.83806, 1.45542], [1.03320, 0.52881, 2.52722], [1.60015, -0.17704, 4.61086], [2.27721, 1.40615, 4.99410], [4.22138, 0.83778, 3.32006], [5.35979, -0.28838, 4.85392], [4.01564, 0.27989, 5.86295], [4.04051, -1.41963, 5.26992], [3.53831, -0.79788, 2.01232], [-3.92463, -6.90403, 0.86078]], "lowdin_charge": [-0.056, -0.212, -0.191, -0.278, -0.125, -1.057, 0.829, 0.940, -0.437, -0.223, -0.137, -0.261, 0.146, -0.425, 0.221, 0.063, -0.491, 0.124, -0.023, -0.119, -0.138, 0.061, -0.116, -0.386, 0.006, 0.021, 0.093, 0.044, 0.083, 0.096, 0.135, 0.118, 0.100, 0.086, 0.096, -0.161, 0.089, 0.061, 0.127, 0.111, 0.092, 0.129, 0.154, 0.165, 0.142, 0.141, 0.139, 0.140, 0.138, 0.146, 0.145, 0.142, 0.145, 0.145, 0.098, 0.086, 0.096, 0.116, 1.829]}

{"formula": "C17H32HgN4OV", "method": "wB97M-V/def2-TZVPD", "gap_ev": [5.97, 5.98], "largest_force_ev_per_a": 6.75, "total_charge": 2, "multiplicity": 2, "e_homo_ha": [-0.5495, -0.5500], "species": ["N", "C", "O", "Hg", "V", "N", "N", "C", "C", "C", "C", "C", "C", "C", "C", "H", "H", "H", "H", "H", "H", "H", "H", "H", "H", "H", "H", "H", "H", "H", "H", "H", "H", "C", "H", "H", "H", "C", "H", "H", "H", "C", "C", "C", "C", "C", "C", "N", "H", "H", "H", "H", "H", "H", "H", "H"], "coordinates": [[1.95929, -0.51765, -0.42480], [3.36923, -0.77640, -0.38603], [3.68926, -1.74264, 0.21898], [4.54462, -0.20112, -1.98691], [0.27337, -0.10041, -0.27928], [-0.70881, -1.56290, -0.99485], [-0.00324, 1.63513, -1.00943], [-0.26940, -2.96646, -1.09247], [0.43045, 2.94142, -0.56568], [0.85756, -3.02515, -2.13232], [-1.35367, -3.95113, -1.51407], [0.27351, -3.36141, 0.28560], [0.54830, 3.93041, -1.72787], [-0.54685, 3.54904, 0.45207], [1.79843, 2.75474, 0.12197], [0.45974, -2.75971, -3.12106], [1.25527, -4.04852, -2.16338], [1.67235, -2.33104, -1.85651], [-2.16496, -4.01623, -0.78516], [-0.88380, -4.93800, -1.60016], [-1.76192, -3.69430, -2.49165], [1.12309, -2.71432, 0.55448], [0.62242, -4.40553, 0.26170], [-0.51371, -3.24082, 1.04790], [1.04834, 3.45812, -2.57820], [1.16384, 4.78512, -1.41360], [-0.43391, 4.31188, -2.00467], [-1.51279, 3.74559, -0.02904], [-0.12390, 4.51146, 0.83182], [-0.72044, 2.87728, 1.31343], [1.72513, 2.06283, 0.99300], [2.14782, 3.73999, 0.48640], [2.53980, 2.35787, -0.58959], [-0.99867, 1.62642, -2.11349], [-1.18669, 0.61544, -2.42457], [-1.94753, 2.05222, -1.76311], [-0.67681, 2.18660, -2.98462], [-2.14598, -1.34522, -1.18924], [-2.76799, -2.09657, -0.65612], [-2.44718, -0.36353, -0.79124], [-2.44338, -1.34700, -2.26267], [1.98825, -0.82991, 2.61340], [0.64667, -0.25802, 2.70550], [-0.05312, -0.01272, 3.91142], [-1.28791, 0.51036, 3.54324], [-1.36479, 0.59434, 2.18594], [-2.51203, 1.06348, 1.33682], [-0.19115, 0.08016, 1.65430], [2.61758, -0.38345, 3.39575], [2.47197, -0.65487, 1.65026], [1.97413, -1.91896, 2.78032], [0.35350, -0.22526, 4.88270], [-2.11479, 0.84302, 4.23234], [-3.15884, 0.21293, 1.05006], [-3.10346, 1.74685, 1.98340], [-2.15623, 1.59660, 0.43900]], "mulliken_spin": [-0.001, 0.001, 0.000, 0.000, 0.020, -0.010, -0.007, 0.002, -0.004, -0.001, 0.000, -0.005, 0.000, 0.007, 0.002, 0.000, 0.000, 0.000, 0.000, 0.000, 0.000, 0.000, 0.000, 0.000, 0.000, 0.000, 0.000, 0.001, 0.000, 0.003, -0.001, 0.000, 0.001, 0.000, 0.000, -0.001, 0.000, 0.004, 0.000, -0.002, 0.000, 0.030, 0.311, 0.153, 0.062, 0.334, 0.025, -0.010, 0.017, 0.003, 0.040, -0.006, 0.000, 0.028, 0.002, 0.002]}

{"formula": "C17H32N2O7Y", "method": "wB97M-V/def2-TZVPD", "gap_ev": 4.51, "largest_force_ev_per_a": 1.85, "e_above_lowest_kj_mol": 53.9, "total_charge": -1, "e_homo_ha": -0.0701, "species": ["Y", "C", "C", "O", "C", "C", "O", "C", "C", "O", "C", "C", "O", "H", "H", "H", "H", "H", "H", "H", "H", "H", "H", "H", "H", "H", "H", "H", "H", "N", "C", "C", "O", "N", "C", "C", "O", "O", "H", "H", "H", "H", "H", "H", "C", "C", "C", "C", "C", "H", "H", "H", "H", "H", "H", "H", "H", "H", "H"], "coordinates": [[0.26079, -0.85686, 0.41327], [-0.97699, 2.54263, 1.74902], [-2.31729, 2.11377, 1.15799], [-2.18006, 0.88528, 0.46982], [-2.65258, 0.85007, -0.85852], [-1.79542, 1.68254, -1.81318], [-0.51569, 1.10431, -1.83518], [0.47925, 1.89264, -2.44348], [1.81858, 1.42375, -1.86309], [1.81141, 1.57071, -0.46616], [2.13422, 2.86446, -0.00055], [1.19720, 3.23339, 1.14881], [-0.15420, 3.10301, 0.74564], [-0.49720, 1.65048, 2.17283], [-1.14400, 3.28412, 2.54934], [-2.69840, 2.89895, 0.49729], [-3.02903, 1.97380, 1.98343], [-3.70185, 1.17455, -0.89781], [-2.53770, -0.21037, -1.13839], [-1.72470, 2.72394, -1.45830], [-2.24889, 1.67519, -2.81896], [0.33006, 2.95809, -2.20021], [0.46255, 1.77464, -3.53879], [2.65187, 1.97094, -2.32672], [1.92296, 0.34881, -2.03245], [2.04545, 3.60231, -0.80755], [3.16671, 2.86467, 0.38219], [1.39534, 4.26730, 1.46970], [1.39864, 2.55996, 1.98474], [-1.34298, -1.64558, 2.80623], [-0.93961, -0.71937, 3.86228], [0.57637, -0.36337, 3.80998], [1.13721, -0.18921, 4.90370], [1.09343, -0.25669, 2.60541], [2.52883, -0.00758, 2.57746], [3.22464, -0.35734, 1.23124], [4.37647, 0.05256, 1.08003], [2.58829, -1.06440, 0.38978], [-0.91329, -2.55059, 2.98980], [-2.35338, -1.77214, 2.80159], [-1.52214, 0.20540, 3.76830], [-1.11832, -1.11897, 4.87577], [2.75696, 1.04670, 2.81423], [3.02732, -0.60396, 3.35721], [-1.57400, -3.35436, -3.05734], [-0.44629, -3.00767, -2.05960], [0.67300, -2.32018, -2.85447], [0.11829, -4.33882, -1.50839], [-0.98597, -2.13062, -0.93995], [-1.19912, -3.94907, -3.89123], [-2.00874, -2.44106, -3.45478], [-2.36565, -3.92230, -2.57238], [1.03733, -2.97520, -3.65011], [1.50931, -2.08097, -2.19430], [0.29805, -1.39958, -3.30303], [0.53242, -4.96448, -2.30139], [-0.66596, -4.90026, -1.00073], [0.90588, -4.11679, -0.78625], [-1.84937, -2.68120, -0.52380]], "lowdin_charge": [1.484, -0.185, -0.176, -0.184, -0.198, -0.189, -0.178, -0.181, -0.167, -0.185, -0.160, -0.168, -0.132, 0.094, 0.135, 0.125, 0.126, 0.127, 0.089, 0.115, 0.133, 0.121, 0.132, 0.137, 0.116, 0.123, 0.138, 0.130, 0.108, -0.019, -0.207, -0.608, -0.035, -0.102, -0.160, -0.692, -0.013, -0.173, 0.078, 0.077, 0.098, 0.106, 0.109, 0.122, -0.112, -0.770, -0.101, -0.110, -0.327, 0.057, 0.060, 0.062, 0.070, 0.058, 0.065, 0.058, 0.063, 0.058, -0.040]}

{"formula": "C17H32N3OPSiW", "method": "wB97M-V/def2-TZVPD", "gap_ev": [5.63, 5.98], "largest_force_ev_per_a": 4.36, "e_above_lowest_kj_mol": 219.2, "multiplicity": 3, "e_homo_ha": [-0.2010, -0.2167], "species": ["W", "Si", "P", "N", "H", "C", "H", "H", "H", "C", "H", "H", "H", "C", "H", "H", "H", "C", "H", "H", "H", "H", "H", "C", "C", "C", "C", "C", "C", "H", "H", "H", "H", "H", "C", "O", "C", "H", "H", "H", "C", "H", "H", "H", "C", "C", "N", "C", "C", "N", "H", "H", "H", "H", "H", "H"], "coordinates": [[-0.91291, -0.20168, -0.29145], [-0.18451, -2.20527, -1.44874], [0.32008, 1.13155, -1.73364], [-2.65955, -0.00110, -0.61826], [4.01888, 0.59910, -0.06126], [0.63011, 2.86635, -1.29005], [1.03444, 3.41593, -2.15619], [1.36327, 2.91427, -0.47422], [-0.29130, 3.36544, -0.96915], [1.91812, 0.66747, -2.49760], [2.23848, 1.46877, -3.18483], [1.84459, -0.26407, -3.07068], [2.68186, 0.54632, -1.71555], [-0.78884, 1.21632, -3.18486], [-0.28403, 1.83208, -3.94037], [-1.74735, 1.67644, -2.92567], [-0.97473, 0.22564, -3.61228], [1.65522, -2.70359, -1.27523], [1.95422, -2.76875, -0.22322], [2.31754, -1.99928, -1.78807], [1.77105, -3.69761, -1.73018], [-0.84018, -3.45904, -0.91244], [-0.36435, -2.21997, -2.94360], [-4.00594, 0.11385, -0.77462], [-6.11052, 1.08369, -0.04262], [-4.71984, 1.13071, -0.08058], [-4.70971, -0.84101, -1.55510], [-6.09721, -0.87443, -1.50802], [-6.79651, 0.07435, -0.74013], [-6.65975, 1.83794, 0.52244], [-4.14672, 1.91258, 0.42832], [-4.12339, -1.54779, -2.15325], [-6.63719, -1.63278, -2.07365], [-7.88616, 0.04078, -0.70180], [4.79566, -0.06118, 1.11329], [4.14922, -0.36422, 0.00246], [4.04195, 0.34774, 2.31790], [4.68610, 0.41698, 3.20677], [3.23452, -0.34688, 2.57663], [3.58691, 1.34755, 2.19590], [6.25540, -0.06801, 1.12999], [6.64896, 0.96415, 1.12474], [6.72423, -0.61355, 0.30217], [6.53723, -0.55984, 2.07757], [-1.15822, 1.28849, 2.74070], [-0.44257, -0.00061, 2.70829], [-0.28504, -0.75926, 1.61911], [0.31265, -1.97246, 2.04394], [0.54528, -1.88530, 3.37561], [0.05265, -0.64695, 3.77977], [-2.24250, 1.14401, 2.60814], [-1.00557, 1.75964, 3.72137], [-0.77927, 1.95699, 1.95618], [0.44590, -2.79891, 1.35805], [1.02760, -2.58206, 4.04095], [0.06175, -0.26958, 4.72698]], "mulliken_spin": [0.869, 0.014, 0.014, 0.038, 0.014, -0.008, 0.002, 0.008, 0.005, -0.003, 0.001, 0.003, -0.002, 0.017, 0.002, 0.001, -0.002, 0.003, 0.002, -0.003, 0.000, -0.003, 0.000, -0.014, 0.002, 0.001, -0.001, 0.002, -0.002, 0.000, 0.003, 0.002, 0.000, 0.000, 0.781, 0.039, 0.006, 0.005, 0.037, 0.036, -0.013, 0.052, 0.007, 0.025, 0.057, -0.004, 0.013, 0.031, -0.016, 0.011, 0.004, 0.005, -0.031, -0.008, -0.001, 0.000]}